Density functional theory data (the ωB97M-V functional and the def2-TZVPD basis) for one molecule with the formula C4H8O2.

XYZ file:
```
14
C4H8O2 (the ωB97M-V functional and the def2-TZVPD basis)
C 0.791 -0.768 1.215
O 1.209 1.315 -0.764
C -0.014 0.957 -1.009
C -0.210 -0.617 -1.066
O -0.444 -0.630 0.437
C -0.901 0.823 0.302
H 0.483 -0.922 2.250
H 1.298 -1.652 0.829
H 1.390 0.129 1.034
H -0.578 1.461 -1.834
H 0.671 -1.214 -1.304
H -1.134 -1.032 -1.481
H -0.572 1.392 1.172
H -1.989 0.757 0.219
```

The relative energy (zero: lowest compared OMol25 entry of this formula, charge and spin) is 117.8 kcal per mole. As for the LUMO energy: 0.0225 Ha. Its charge is 0. The HOMO-LUMO gap is 8.16 eV.